ORCA calculation (ωB97M-V/def2-TZVPD) on a 8-piece molecular cluster, C21H19BrCl28F8N4O2P overall at a distorted geometry.

The geometry in XYZ format:
```
84
Properties=species:S:1:pos:R:3:mulliken_charge:R:1
C -6.210 -4.178 0.113 -1.20
C -5.637 -2.846 0.537 0.95
N -4.500 -2.828 1.093 -0.64
C -6.412 -1.531 0.276 -1.13
N -5.604 -0.627 -0.565 0.15
C -5.034 0.598 -0.214 -0.62
C -5.220 1.201 1.146 -0.99
C -4.110 2.146 1.575 -0.89
O -3.114 1.358 2.205 -0.29
C -1.825 1.894 2.087 -0.94
C -0.871 0.705 1.787 0.83
F -1.568 -0.195 1.053 -0.30
F 0.207 1.131 1.107 -0.03
C -0.382 -0.038 3.051 0.32
F 0.111 0.821 3.964 -0.28
F -1.447 -0.638 3.615 -0.30
C 0.733 -1.092 2.794 0.91
F 0.614 -1.674 1.590 -0.28
F 1.934 -0.486 2.835 -0.32
C 0.728 -2.162 3.921 -0.05
F -0.152 -3.132 3.648 -0.26
F 1.964 -2.650 4.118 -0.24
C -4.373 1.004 -1.311 0.89
N -3.624 2.168 -1.474 -0.25
N -4.560 0.057 -2.320 0.17
P -3.872 0.133 -3.945 0.03
C -2.029 0.109 -3.610 -0.57
O -4.333 1.606 -4.537 -0.47
C -5.319 -0.919 -1.816 0.16
Br -5.820 -2.386 -2.848 0.01
H -7.151 -4.034 -0.419 0.29
H -5.521 -4.642 -0.589 0.31
H -6.362 -4.821 0.975 0.37
H -4.195 -1.881 1.332 0.19
H -6.600 -1.024 1.218 0.43
H -7.368 -1.745 -0.198 0.43
H -5.274 0.379 1.863 0.50
H -6.182 1.716 1.211 0.49
H -4.537 2.818 2.330 0.40
H -3.734 2.777 0.775 0.43
H -1.454 2.377 2.997 0.48
H -1.689 2.583 1.248 0.29
H 0.423 -1.671 4.850 0.31
H -3.781 2.621 -2.366 0.39
H -2.640 2.039 -1.276 0.23
H -1.889 -0.244 -2.583 0.22
H -1.534 -0.603 -4.264 0.44
H -1.554 1.094 -3.673 0.06
H -3.968 1.641 -5.434 0.32
C -1.252 3.827 -5.657 0.30
Cl -1.226 2.193 -6.342 -0.10
Cl -2.255 4.870 -6.661 -0.08
Cl -1.923 3.765 -4.010 -0.06
Cl 0.388 4.461 -5.592 -0.06
C 5.934 -4.059 4.089 0.25
Cl 6.145 -5.726 3.545 -0.01
Cl 6.606 -3.880 5.715 -0.11
Cl 6.771 -2.962 2.981 -0.10
Cl 4.211 -3.663 4.116 0.08
C 3.140 1.766 -1.192 0.16
Cl 2.163 1.012 -2.466 -0.09
Cl 4.842 1.730 -1.655 0.01
Cl 2.619 3.445 -0.971 -0.10
Cl 2.916 0.883 0.318 -0.06
C 4.365 -9.272 4.198 0.38
Cl 2.834 -9.589 3.373 -0.10
Cl 5.640 -9.033 2.995 -0.11
Cl 4.205 -7.823 5.197 -0.07
Cl 4.779 -10.650 5.222 -0.09
C 8.852 1.015 -1.724 0.32
Cl 8.835 -0.586 -2.470 -0.09
Cl 7.704 2.066 -2.570 -0.03
Cl 8.378 0.883 -0.026 -0.09
Cl 10.476 1.699 -1.827 -0.08
C 9.556 4.035 -5.766 0.34
Cl 9.687 2.366 -5.202 -0.06
Cl 11.156 4.636 -6.208 -0.09
Cl 8.490 4.100 -7.175 -0.10
Cl 8.885 5.041 -4.475 -0.10
C 0.588 5.221 2.581 0.26
Cl 0.563 3.575 3.234 -0.02
Cl 2.250 5.687 2.227 -0.07
Cl -0.370 5.274 1.088 -0.09
Cl -0.104 6.332 3.763 -0.09
```

Calculated values
DFT total energy: -17780.45994 Ha
Gap between HOMO and LUMO: 9.3315 eV
Total charge: +1

ORCA calculation (ωB97M-V/def2-TZVPD) on C29H31ClCuN7OSe as an isolated structure.

The geometry in XYZ format:
```
71
Properties=species:S:1:pos:R:3:mulliken_charge:R:1
Cu -1.707 -1.518 0.663 -0.18
Se -9.142 0.643 0.374 0.23
N -7.700 1.173 -0.519 -0.83
C -6.705 0.471 -0.061 0.82
C -5.320 0.653 -0.509 0.75
C -4.964 1.610 -1.455 -0.87
C -3.633 1.772 -1.757 -0.73
C -2.700 0.994 -1.080 0.20
N -3.019 0.064 -0.187 -0.50
C -4.323 -0.130 0.069 -0.14
C -4.667 -1.201 1.029 0.37
N -3.663 -2.003 1.396 -0.59
C -3.894 -2.919 2.327 0.00
C -5.151 -3.121 2.893 -0.77
C -6.204 -2.343 2.466 -0.62
C -5.962 -1.352 1.517 0.64
C -7.017 -0.491 0.978 0.78
N -8.261 -0.551 1.354 -0.83
H -5.736 2.210 -1.921 0.51
H -3.300 2.506 -2.480 0.45
H -1.640 1.148 -1.245 0.31
H -3.035 -3.519 2.610 0.32
H -5.289 -3.895 3.637 0.41
H -7.210 -2.478 2.845 0.51
C -0.529 -2.591 1.991 -0.68
H -0.922 -3.619 2.067 0.29
H -0.511 -2.188 3.019 0.18
H 0.517 -2.704 1.677 -0.06
C 3.173 3.974 -1.649 -2.05
C 2.522 2.607 -1.894 2.29
C 2.480 2.398 -3.414 -2.07
C 1.083 2.677 -1.357 -1.85
C 3.379 1.485 -1.199 2.08
O 4.745 1.619 -1.611 -0.70
C 3.286 1.572 0.337 -0.83
C 4.411 0.847 1.106 -1.75
C 4.150 -0.589 1.492 0.40
C 3.203 -0.907 2.464 -0.12
C 2.975 -2.220 2.847 -0.72
C 3.703 -3.235 2.247 0.53
Cl 3.420 -4.885 2.714 -0.24
C 4.651 -2.952 1.281 -0.91
C 4.870 -1.630 0.913 -0.09
C 3.091 0.057 -1.714 -3.16
N 1.711 -0.403 -1.598 1.13
C 0.996 -0.807 -0.533 0.38
N -0.222 -1.145 -0.912 -0.33
C -0.181 -0.968 -2.260 -0.50
N 0.966 -0.533 -2.725 -0.96
H 2.552 4.747 -2.106 0.48
H 4.158 4.045 -2.117 0.53
H 3.265 4.221 -0.589 0.33
H 2.044 3.282 -3.889 0.49
H 1.872 1.539 -3.694 0.32
H 3.487 2.263 -3.816 0.39
H 0.561 3.502 -1.851 0.62
H 1.048 2.867 -0.282 0.28
H 0.518 1.769 -1.564 0.21
H 5.092 2.450 -1.267 0.55
H 2.312 1.197 0.658 0.54
H 3.308 2.625 0.621 0.69
H 4.601 1.410 2.023 0.34
H 5.326 0.887 0.517 0.52
H 2.629 -0.114 2.936 0.29
H 2.233 -2.460 3.594 0.35
H 5.214 -3.755 0.825 0.42
H 5.624 -1.405 0.164 0.45
H 3.749 -0.637 -1.196 0.45
H 3.336 0.018 -2.769 0.50
H 1.364 -0.853 0.483 0.28
H -1.017 -1.182 -2.911 0.45
```

Calculated values
DFT total energy: -6084.31010 Ha
Gap between HOMO and LUMO: 4.8919 eV

ORCA calculation (ωB97M-V/def2-TZVPD) on C27H44CeN3P3S as an isolated structure at a distorted geometry.

The geometry in XYZ format:
```
79
Properties=species:S:1:pos:R:3:mulliken_spin:R:1
Ce 0.151 -0.341 -0.228 0.06
P -0.790 2.021 1.246 0.00
P -2.503 -0.676 -0.849 0.00
P 2.540 1.000 -0.458 -0.01
H -0.015 -2.734 -9.603 0.00
C 1.012 -2.959 -9.287 0.00
C 1.351 -4.174 -8.825 0.00
H 0.612 -4.983 -8.745 0.00
C -1.212 3.446 0.203 0.00
C -2.364 1.824 2.194 0.00
C 0.492 2.730 2.384 0.00
C -2.453 -2.154 -1.916 0.02
C -3.643 -1.074 0.484 0.00
C -3.212 0.656 -1.871 0.00
C 3.530 0.084 -1.681 0.03
C 3.565 1.115 1.014 0.00
C 2.319 2.696 -1.110 0.00
H 1.762 -2.170 -9.430 0.00
H 2.391 -4.423 -8.575 0.00
H -1.509 4.296 0.824 0.00
H -2.024 3.172 -0.476 0.00
H -0.357 3.710 -0.423 0.00
H -2.457 2.621 2.939 0.00
H -2.430 0.879 2.743 0.00
H -3.250 1.791 1.550 0.00
H 0.023 3.450 3.065 0.00
H 1.330 3.205 1.856 0.00
H 0.990 1.982 3.013 0.00
H -3.469 -2.559 -1.969 0.00
H -1.772 -2.906 -1.495 -0.01
H -2.058 -1.939 -2.915 0.00
H -4.616 -0.620 0.289 0.00
H -3.245 -0.686 1.426 0.00
H -3.720 -2.158 0.592 0.00
H -4.045 0.231 -2.449 0.00
H -2.437 1.038 -2.555 0.00
H -3.531 1.500 -1.239 0.00
H 4.522 0.540 -1.732 0.00
H 3.051 0.062 -2.666 0.00
H 3.590 -0.975 -1.393 -0.01
H 4.367 1.825 0.801 0.00
H 3.965 0.125 1.254 0.00
H 2.969 1.438 1.871 0.00
H 3.290 3.003 -1.526 0.00
H 1.965 3.395 -0.333 0.00
H 1.554 2.684 -1.904 0.00
C 0.677 -1.413 -3.529 0.19
C 0.510 -0.077 -3.989 0.00
C 0.257 0.138 -5.353 0.06
C 0.172 -0.960 -6.226 0.19
C 0.310 -2.280 -5.764 0.00
C 0.537 -2.495 -4.421 0.09
S 1.127 -2.117 -2.008 0.39
H -0.242 1.087 -1.442 -0.01
H 0.569 0.795 -3.325 0.00
H 0.138 1.163 -5.743 0.00
H 0.008 -0.802 -7.291 0.01
H 0.262 -3.150 -6.420 0.00
H 0.669 -3.492 -3.997 0.00
N -0.132 1.456 10.718 0.00
C -0.091 1.127 9.598 0.00
C -0.037 0.683 8.236 0.00
C -1.138 0.876 7.394 0.00
C -1.135 0.322 6.116 0.00
C -0.085 -0.519 5.766 0.00
C 1.113 -0.555 6.481 0.00
C 1.110 0.026 7.769 0.00
N -0.118 -0.933 4.406 0.00
C 0.490 -2.042 3.776 0.00
C 0.399 -1.809 2.443 0.00
N -0.145 -0.530 2.203 0.00
C -0.389 -0.053 3.428 0.00
H -1.992 1.434 7.730 0.00
H -1.902 0.551 5.380 0.00
H 2.017 -0.946 6.012 0.00
H 1.978 -0.063 8.412 0.00
H 0.841 -2.926 4.279 0.00
H 0.636 -2.459 1.605 0.00
H -0.650 0.978 3.661 0.00
```

Calculated values
DFT total energy: -3115.77065 Ha
Gap between HOMO and LUMO (alpha / beta): 5.6010 / 3.8633 eV
Total charge: +3
Spin multiplicity: 2

Among the records above, which one has the lowest DFT total energy?
C21H19BrCl28F8N4O2P